1.
ORCA calculation (the ωB97M-V functional and the def2-TZVPD basis) on a single C5H10O2 molecule.

Last column: Mulliken charge in e.
Positions of all 17 atoms, in Å:
C: 0.298 1.596 0.058  -0.56
C: -0.210 0.422 0.450  0.12
C: -0.115 -0.034 1.888  -0.71
O: 0.353 -1.352 2.102  -0.52
C: -0.822 -0.435 -0.646  -0.35
C: 0.151 -0.409 -1.876  -0.60
O: 1.442 0.030 -1.516  -0.53
H: 0.062 1.990 -0.928  0.22
H: 1.034 2.159 0.623  0.31
H: -1.106 0.108 2.349  0.29
H: 0.580 0.624 2.421  0.32
H: -0.343 -1.969 1.848  0.33
H: -0.974 -1.474 -0.327  0.26
H: -1.807 -0.046 -0.933  0.30
H: -0.246 0.253 -2.659  0.30
H: 0.254 -1.408 -2.310  0.33
H: 1.449 -0.056 -0.544  0.49

Cartesian forces, eV/Å:
C -0.3 0.1 0.4
C -0.2 0.5 0.0
C -0.1 0.4 0.0
O -0.1 -0.2 -0.2
C 0.0 0.0 0.1
C -0.3 -0.2 -0.2
O 0.3 -0.6 -0.1
H 0.3 -0.1 0.1
H -0.5 0.1 0.4
H 0.2 -0.1 0.0
H -0.1 -0.1 -0.1
H 0.1 0.0 0.1
H 0.1 0.2 0.1
H 0.2 -0.1 0.0
H 0.2 -0.1 0.2
H -0.3 0.0 0.0
H 0.6 0.1 -0.7

Properties
total charge = 0
DFT total energy = -346.92320 a.u.
energy above the lowest of the compared OMol25 structures with the same formula, charge and spin = 64.15 kcal/mol
gap between HOMO and LUMO = 10.02 eV
SMILES = C=C(CO)CCO

=====

2.
ORCA calculation (the ωB97M-V functional and the def2-TZVPD basis) on 2 unconnected molecules or ions with the total composition C5H10O2.

Last column: Mulliken charge in e.
Positions of all 17 atoms, in Å:
C: -1.168 0.559 -2.540  -1.10
C: -1.113 -0.024 -1.174  0.01
C: -0.093 -0.400 -0.388  -0.54
C: -0.227 -0.673 1.051  -0.40
C: 0.656 -1.436 1.720  0.07
O: 0.565 -1.409 3.103  -0.50
H: -2.024 0.417 -3.209  0.33
H: -1.090 1.662 -2.501  0.24
H: -0.252 0.323 -3.127  0.29
H: -2.082 -0.381 -0.773  0.28
H: 0.954 -0.471 -0.672  0.38
H: -1.031 -0.222 1.625  0.26
H: 1.430 -2.102 1.360  0.37
H: -0.340 -1.366 3.393  0.31
O: 2.141 1.530 0.579  -0.61
H: 2.483 2.353 0.954  0.29
H: 1.190 1.641 0.599  0.32

Cartesian forces, eV/Å:
C 1.8 1.1 -1.2
C -1.2 -1.4 0.5
C 0.1 0.1 0.0
C 0.7 -1.3 -0.7
C -1.7 1.2 1.1
O 1.2 -1.1 -0.1
H -0.1 -0.6 0.7
H -0.1 -0.3 0.4
H -0.5 -0.2 0.3
H 0.2 1.0 0.1
H -0.1 0.5 -0.6
H 0.1 0.2 -0.1
H 0.2 0.5 -0.2
H -0.5 0.2 0.0
O 0.4 0.4 0.1
H 0.0 -0.2 -0.1
H -0.3 -0.1 0.0

Properties
total charge = 0
DFT total energy = -346.91892 a.u.
energy above the lowest of the compared OMol25 structures with the same formula, charge and spin = 66.83 kcal/mol
gap between HOMO and LUMO = 8.95 eV
SMILES = C/C=C/C=C/O.O

=====

Which formula does entry 2 have? C5H10O2

=====

Look up the gap between HOMO and LUMO of the first one. 10.02 eV